{
  "formula": "C12H23NO3",
  "method": "ωB97M-V/def2-TZVPD",
  "e_homo_ev": -9.17,
  "smiles": "CCC[C@H](C)[C@@H]1CCOC1=O.CNC(C)=O",
  "total_energy_ha": -751.44606,
  "fmax_ev_per_a": 4.34,
  "relative_energy_kcal_mol": 55.3,
  "homo_lumo_gap_ev": 9.93,
  "elements": ["C", "C", "C", "C", "C", "C", "C", "C", "O", "C", "O", "H", "H", "H", "H", "H", "H", "H", "H", "H", "H", "H", "H", "H", "H", "H", "H", "C", "C", "O", "N", "C", "H", "H", "H", "H", "H", "H", "H"],
  "xyz": [[0.84, -4.92, 1.01], [1.24, -4.28, -0.42], [2.02, -2.90, -0.32], [1.08, -1.65, 0.14], [-0.18, -1.57, -0.83], [2.03, -0.36, 0.12], [2.61, -0.01, 1.60], [3.47, 1.29, 1.11], [2.57, 1.93, 0.15], [1.45, 1.08, -0.19], [0.38, 1.49, -0.65], [0.02, -5.71, 0.79], [1.72, -5.51, 1.44], [0.42, -4.17, 1.75], [0.34, -4.27, -1.12], [1.98, -5.03, -0.89], [2.91, -2.96, 0.41], [2.49, -2.63, -1.34], [0.72, -1.88, 1.21], [-0.86, -0.73, -0.43], [0.07, -1.28, -1.91], [-0.84, -2.51, -0.81], [3.00, -0.55, -0.44], [1.78, 0.52, 2.20], [3.17, -0.85, 2.11], [4.37, 0.78, 0.62], [3.72, 1.89, 2.04], [-2.18, 3.05, -0.41], [-2.94, 4.21, 0.17], [-2.48, 4.91, 1.06], [-4.18, 4.47, -0.33], [-4.89, 3.77, -1.38], [-1.21, 2.96, 0.08], [-2.73, 2.12, -0.26], [-2.01, 3.21, -1.48], [-4.63, 5.26, 0.11], [-5.11, 4.48, -2.18], [-5.83, 3.40, -0.96], [-4.32, 2.94, -1.78]]
}